No. 1
# C31H45F5N9O2Pb

A structure of composition C31H45F5N9O2Pb (ωB97M-V/def2-TZVPD, the OMol25 dataset).

The value obtained for the HOMO-LUMO gap is 7.53 eV. The highest occupied orbital energy comes out at -10.9 eV. For the energy above the lowest of the compared OMol25 structures with the same formula, charge and spin, the calculation gives 0.747 eV. The value obtained for the lowest unoccupied orbital energy is -3.37 eV. Its total charge is +1.

XYZ file:
```
93
Properties=species:S:1:pos:R:3:lowdin_charge:R:1
Pb -0.89344 -0.34353 0.43031 1.532
C 1.23500 1.94167 -4.44141 -0.045
C 1.66183 0.60577 -3.82511 -0.367
C 2.92999 0.06783 -4.50423 -0.049
C 0.57251 -0.45560 -3.88083 -0.137
C -0.11300 -0.71868 -5.05921 -0.020
C -1.05648 -1.73351 -5.12999 -0.051
C -1.31034 -2.51787 -4.01789 -0.054
C -0.62879 -2.31754 -2.81968 -0.164
C -0.93534 -3.21924 -1.63040 -0.391
C -2.40796 -3.14019 -1.21356 -0.084
C -0.53392 -4.66876 -1.92878 -0.044
C 0.31228 -1.27778 -2.77637 -0.173
N 0.95725 -0.97918 -1.53957 0.033
C 1.90629 -1.69153 -1.11597 -0.093
C 2.36044 -1.52620 0.28821 -0.100
N 1.65244 -0.87798 1.10233 0.020
C 2.06172 -0.75171 2.47120 -0.173
C 2.42327 0.54089 2.89407 -0.146
C 2.79222 0.71919 4.21825 -0.026
C 2.77622 -0.34574 5.10792 -0.052
C 2.40836 -1.60121 4.66578 -0.046
C 2.04796 -1.84849 3.33909 -0.146
C 1.67562 -3.30516 3.03390 -0.352
C 0.79834 -3.64267 1.82244 -0.079
C 2.94686 -4.16564 2.98574 -0.051
C 2.51443 1.70475 1.91699 -0.375
C 1.83239 2.96989 2.44240 -0.051
C 3.98267 1.98024 1.57751 -0.049
H 2.09393 2.61224 -4.51613 0.086
H 0.47535 2.42804 -3.82688 0.066
H 0.82937 1.81447 -5.44653 0.075
H 1.89432 0.78567 -2.77497 0.120
H 2.73813 -0.14280 -5.55902 0.087
H 3.27242 -0.85946 -4.03617 0.075
H 3.73808 0.80074 -4.44634 0.082
H 0.09156 -0.12175 -5.94037 0.116
H -1.59158 -1.91414 -6.05430 0.112
H -2.04591 -3.31316 -4.08519 0.119
H -0.34939 -2.89064 -0.77331 0.054
H -3.07165 -3.36726 -2.05064 0.089
H -2.66087 -2.14666 -0.83170 -0.002
H -2.61578 -3.86135 -0.41968 0.093
H -1.13252 -5.07886 -2.74428 0.084
H -0.68977 -5.29717 -1.04911 0.082
H 0.51624 -4.73959 -2.21961 0.084
H 2.38754 -2.46585 -1.72087 0.146
H 3.28038 -2.02718 0.59937 0.142
H 3.09592 1.70159 4.56135 0.119
H 3.05115 -0.19470 6.14506 0.113
H 2.38065 -2.42509 5.37123 0.124
H 1.10625 -3.62568 3.91029 0.132
H 1.38004 -3.71958 0.89989 0.065
H -0.01045 -2.92848 1.66469 0.019
H 0.34148 -4.61961 1.98862 0.093
H 3.55419 -3.89980 2.11520 0.076
H 2.69016 -5.22460 2.90883 0.088
H 3.56100 -4.02726 3.87551 0.081
H 2.01839 1.41897 0.98913 0.112
H 2.35356 3.36498 3.31695 0.080
H 0.79350 2.78841 2.72106 0.062
H 1.84579 3.74521 1.67361 0.087
H 4.53800 2.24470 2.47980 0.086
H 4.06219 2.81379 0.87652 0.084
H 4.46501 1.10765 1.13022 0.079
C -1.58188 4.03493 -2.11822 -0.010
O -2.36774 2.89593 -2.53374 -0.001
C -2.05133 1.70242 -2.04385 -0.582
O -1.06371 1.46407 -1.36988 -0.076
N -2.94938 0.77573 -2.43998 0.048
N -2.89754 -0.49768 -1.87042 0.013
H -1.41313 4.63349 -3.00651 0.097
H -0.64364 3.71189 -1.68163 0.086
H -2.15817 4.59272 -1.38562 0.098
H -3.79180 1.10654 -2.88166 0.164
H -2.75496 -1.19132 -2.59378 0.068
H -3.75485 -0.68888 -1.36893 0.099
N -2.99093 -3.15365 5.17006 0.145
N -2.25588 -2.20294 4.49544 -0.279
N -1.49691 -1.33663 5.12973 0.162
C -0.93605 -0.70329 4.10876 -0.188
N -1.36621 -1.18431 2.93352 -0.090
N -2.20664 -2.16884 3.20451 0.091
H -3.11780 -2.83439 6.11855 0.104
H -3.85762 -3.31660 4.67920 0.103
H -0.22793 0.10331 4.22209 0.116
F -1.61925 2.85159 0.84566 0.022
C -1.79444 1.69433 1.55493 -0.464
F -1.30530 1.95989 2.82348 -0.007
C -3.31314 1.56881 1.70751 -0.618
F -3.64101 0.66472 2.63768 0.139
F -3.81613 1.13459 0.52086 0.104
F -3.91766 2.71339 2.00491 0.179
```

No. 2
# C5H14

A cluster of 2 separate species, C5H14 in total in a non-equilibrium geometry (ωB97M-V/def2-TZVPD, the OMol25 dataset).

The value obtained for the HOMO-LUMO gap is 12.01 eV. The highest occupied orbital energy comes out at -10.9 eV. For the energy above the lowest of the compared OMol25 structures with the same formula, charge and spin, the calculation gives 1.552 eV. The value obtained for the lowest unoccupied orbital energy is 1.07 eV. The SMILES is CCC.CC.

XYZ file:
```
19
Properties=species:S:1:pos:R:3:nbo_charge:R:1
C 1.77991 0.57045 1.09270 -0.614
C 1.58272 -0.78028 0.28914 -0.411
C 2.75604 -1.79567 0.10406 -0.605
H 1.73870 0.36032 2.27089 0.206
H 0.99211 1.25683 0.73702 0.210
H 2.73388 1.08938 0.77218 0.208
H 0.79019 -1.36981 0.59941 0.194
H 1.07593 -0.48593 -0.54201 0.197
H 3.40263 -1.77071 1.01479 0.203
H 2.36860 -2.74504 0.12864 0.206
H 3.37951 -1.50382 -0.80632 0.206
C -2.09768 0.70980 -0.82407 -0.597
C -3.57956 1.04329 -0.59299 -0.590
H -1.87089 1.49404 -1.58664 0.200
H -1.52130 0.83961 0.10385 0.196
H -1.95039 -0.28346 -1.12735 0.199
H -3.60715 1.94528 -0.01034 0.200
H -3.94775 1.22531 -1.51337 0.194
H -4.02549 0.20040 -0.10959 0.197
```

No. 3
# C6H12O

A cluster of 2 separate species, C6H12O in total in a non-equilibrium geometry (ωB97M-V/def2-TZVPD, the OMol25 dataset).

The value obtained for the HOMO-LUMO gap is 9.29 eV. The highest occupied orbital energy comes out at -8.4 eV. For the energy above the lowest of the compared OMol25 structures with the same formula, charge and spin, the calculation gives 1.789 eV. The value obtained for the lowest unoccupied orbital energy is 0.85 eV. The SMILES is C=CC=C(C)C.O.

XYZ file:
```
19
Properties=species:S:1:pos:R:3:nbo_charge:R:1
C -0.73471 -2.46141 1.39884 -0.374
C 0.02660 -1.36531 1.27820 -0.224
C -0.53646 -0.12904 0.69614 -0.249
C 0.11529 0.96482 0.23891 0.035
C 1.52282 1.22817 0.70347 -0.656
C -0.46356 1.85890 -0.80892 -0.648
H -1.79013 -2.38738 1.16842 0.191
H -0.30736 -3.36483 1.80866 0.202
H 1.06620 -1.47300 1.55649 0.203
H -1.62347 -0.15771 0.62734 0.200
H 1.90611 0.27815 1.10002 0.215
H 1.62573 1.97046 1.49122 0.228
H 2.28147 1.38290 -0.07447 0.215
H 0.20975 2.66331 -1.09368 0.222
H -1.44124 2.28680 -0.56282 0.227
H -0.71856 1.28828 -1.70649 0.210
O -0.26256 -1.15431 -2.81914 -0.936
H 0.04383 -0.92563 -1.94874 0.475
H -0.91976 -0.50318 -3.05345 0.464
```

No. 4
# C38H64N6O13S

A cluster of 11 separate species, C38H64N6O13S in total in a non-equilibrium geometry (ωB97M-V/def2-TZVPD, the OMol25 dataset).

The value obtained for the HOMO-LUMO gap is 9.45 eV. The highest occupied orbital energy comes out at -9.4 eV. For the energy above the lowest of the compared OMol25 structures with the same formula, charge and spin, the calculation gives 0.000 eV. The value obtained for the lowest unoccupied orbital energy is 0.07 eV.

XYZ file:
```
122
Properties=species:S:1:pos:R:3:lowdin_charge:R:1
C -1.06150 -4.20739 -3.22230 -0.119
C -0.04648 -3.38511 -2.39967 -0.118
O 0.49273 -4.37523 -1.51389 0.059
C -0.07965 -5.56880 -1.71558 -0.583
O 0.25622 -6.60133 -1.19430 0.142
O -0.79679 -5.54962 -2.84270 0.073
H -1.05914 -3.89235 -4.26284 0.110
H -2.04225 -3.93482 -2.82404 0.120
H -0.61948 -2.65755 -1.83029 0.082
H 0.68574 -2.87950 -3.02498 0.101
C 2.92081 4.69640 1.59338 -0.110
C 3.21938 3.22470 1.94413 -0.127
O 4.57310 3.24533 2.33512 0.067
C 4.91273 4.46976 2.71942 -0.568
O 5.92352 4.84818 3.21449 0.169
O 3.91062 5.34807 2.37947 0.046
H 1.93988 4.97088 1.96998 0.131
H 3.03393 4.78389 0.51188 0.127
H 3.00369 2.59372 1.08399 0.099
H 2.62150 2.89317 2.79597 0.129
C -0.34732 0.93801 -0.49496 -0.217
C -0.56781 -0.47906 0.02225 -0.093
O -0.36435 -0.29883 1.44416 0.038
C -0.06927 0.94897 1.74198 -0.585
O 0.17507 1.39832 2.82461 0.133
O 0.07537 1.69993 0.60993 0.035
H -1.33549 1.17137 -0.89627 0.050
H 0.28561 1.01406 -1.37551 0.087
H 0.23901 -1.11484 -0.34190 0.118
H -1.57626 -0.83693 -0.15868 0.110
C -3.26072 2.83469 1.74645 -0.108
C -4.79472 2.85608 1.67953 -0.074
O -5.07562 1.96889 0.57485 0.063
C -3.96259 1.44157 0.09586 -0.619
O -3.84390 0.59439 -0.73813 0.138
O -2.89253 2.12958 0.56693 -0.007
H -2.90328 2.26071 2.60322 0.112
H -2.79258 3.81523 1.80942 0.132
H -5.20360 3.79008 1.28927 0.127
H -5.32503 2.56346 2.58031 0.132
C -3.23398 -4.53940 1.36398 -0.100
C -2.13704 -3.64736 1.94198 -0.245
C -2.58829 -2.84430 3.16698 -0.162
C -3.21582 -1.55533 2.82693 -0.190
N -3.69803 -0.54260 2.60299 0.196
H -3.56423 -5.32850 2.04099 0.078
H -3.02378 -4.98310 0.39134 0.066
H -4.15268 -3.96230 1.20280 0.074
H -1.58410 -3.08681 1.18507 0.093
H -1.33205 -4.32622 2.24336 0.111
H -1.74945 -2.70990 3.84462 0.082
H -3.40216 -3.37682 3.66363 0.125
C -1.85134 0.32769 5.73798 -0.087
C -0.46177 -0.28045 5.50006 -0.294
C -0.01761 -1.32172 6.58263 -0.167
C -0.85361 -2.52381 6.46635 -0.236
N -1.46308 -3.49455 6.41442 0.147
H -1.66847 1.03753 6.54572 0.075
H -2.52364 -0.47862 6.02320 0.070
H -2.04790 0.85046 4.80425 0.051
H 0.24755 0.52845 5.32826 0.080
H -0.37719 -0.80202 4.53883 0.079
H -0.12400 -0.76627 7.51356 0.118
H 1.02318 -1.56994 6.38828 0.083
C -5.69495 -1.40538 -4.31987 -0.094
C -5.20955 0.02323 -4.07773 -0.263
C -3.78553 0.25613 -4.51441 -0.193
C -2.68607 -0.13637 -3.68635 -0.197
N -1.81627 -0.40110 -2.98321 0.218
H -5.89660 -1.55655 -5.38750 0.073
H -6.67149 -1.65911 -3.91056 0.073
H -4.85960 -2.06637 -4.08641 0.071
H -5.33920 0.31219 -3.02864 0.102
H -5.89143 0.74485 -4.53507 0.110
H -3.86290 1.32764 -4.72037 0.123
H -3.58439 -0.25431 -5.46519 0.132
C 4.88917 -2.52357 2.90077 -0.095
C 3.42667 -2.70475 2.46237 -0.231
C 2.66022 -1.35302 2.55215 -0.176
C 2.70225 -0.76198 3.87932 -0.211
N 2.67899 -0.36050 4.95419 0.181
H 5.03928 -2.29747 3.95807 0.073
H 5.22930 -1.66897 2.31713 0.059
H 5.32963 -3.51806 2.82239 0.076
H 2.86010 -3.40389 3.08187 0.108
H 3.40976 -3.13964 1.46411 0.106
H 1.60786 -1.39550 2.25603 0.100
H 3.02859 -0.67037 1.77854 0.102
C 1.07565 1.42264 -4.80785 -0.084
C 2.37814 0.60505 -4.87559 -0.262
C 2.37736 -0.39638 -6.00732 -0.196
C 1.59950 -1.64836 -5.81066 -0.194
N 0.98294 -2.60460 -5.66267 0.158
H 1.15530 2.38206 -5.31710 0.080
H 0.86147 1.79085 -3.80022 0.048
H 0.25761 0.75695 -5.07515 0.067
H 2.61445 0.09857 -3.93633 0.091
H 3.24062 1.25434 -5.04608 0.104
H 3.40239 -0.73206 -6.18920 0.116
H 2.07787 0.06287 -6.95110 0.125
C 6.27225 0.38394 0.34209 -0.100
C 6.03756 -0.08581 -1.09641 -0.237
C 5.16027 0.94408 -1.82960 -0.158
C 3.77813 0.90068 -1.27770 -0.205
N 2.72894 0.79220 -0.83408 0.203
H 6.65875 1.40765 0.22534 0.078
H 6.99552 -0.16643 0.93266 0.078
H 5.38073 0.70992 0.88657 0.059
H 5.66744 -1.10410 -1.21296 0.110
H 7.00997 -0.09114 -1.59392 0.109
H 4.90671 0.86148 -2.88861 0.106
H 5.54004 1.93758 -1.58599 0.119
C -3.33426 4.25474 -2.09109 -0.230
S -1.87689 3.29095 -2.62921 0.813
O -1.59145 3.57707 -4.06266 -0.541
C -0.80453 4.26923 -1.47317 -0.233
H -4.13213 4.12122 -2.82097 0.057
H -3.03027 5.27327 -1.86985 0.049
H -3.75605 3.79895 -1.19389 0.031
H 0.17289 3.78714 -1.55212 0.037
H -1.11329 4.12921 -0.43888 0.047
H -0.70648 5.30684 -1.78667 0.058
```